14
Properties=species:S:1:pos:R:3:lowdin_charge:R:1 method="wB97M-V/def2-TZVPD" total_energy_ha=-233.25633 gap_ha=0.3662 relative_energy_kj_mol=343.08 total_charge=0 e_lumo_ev=0.883 fmax_ha_per_bohr=0.0503 smiles=C#CC1CCC1
H -0.8166 -1.9136 -0.6213 0.10
C -0.8652 -1.0334 0.0147 -0.14
H -2.5475 0.4669 -0.0600 0.10
C 0.4181 -0.2234 0.2723 -0.31
H 0.0443 1.7411 -0.8674 0.11
C 2.9909 -0.1222 0.0983 0.07
H 0.9034 -0.6162 1.2449 0.17
H -0.5810 1.7225 0.7886 0.10
H -1.2574 -1.3217 0.9960 0.11
H -1.7346 0.1923 -1.6076 0.10
C 1.7935 -0.3395 -0.0537 -0.16
H 3.7625 0.0596 -0.6093 0.01
C -1.5842 0.2237 -0.5238 -0.17
C -0.3796 1.0959 -0.0786 -0.10

=====

87
Properties=species:S:1:pos:R:3:lowdin_spin:R:1 method="wB97M-V/def2-TZVPD" multiplicity=2 total_energy_ha=-4837.80998 gap_ha="0.2476 / 0.2685" relative_energy_kj_mol=181.42 total_charge=+1 e_lumo_ev="-3.546 / -3.546" fmax_ha_per_bohr=0.0607
H -3.4896 -0.4086 -4.9675 0.00
Ge 4.2883 4.1198 1.2670 0.08
H 3.2465 0.4254 2.7832 0.00
H 3.6500 4.0559 3.7919 0.00
H -5.5982 -4.6249 3.1566 0.00
H 6.8181 2.9701 -1.6674 0.00
O 0.1423 0.5719 -0.2997 0.00
C 2.3706 -1.2929 1.8160 0.00
F 4.4902 1.4511 1.1970 0.00
H -0.8939 2.0075 1.7844 0.00
C -0.0862 2.7171 2.0132 0.00
H -7.8151 -2.8429 0.0286 0.00
C -6.8180 -2.9448 0.4613 0.00
C -3.5082 -2.8324 -0.2442 0.00
C 1.0207 1.9844 2.7617 0.00
H 0.6460 1.6772 3.7518 0.00
C 5.9009 2.3983 -1.7041 0.03
C -4.5638 -4.5192 1.2503 0.00
C -0.4318 -0.0432 -1.2023 0.00
H 5.8228 1.8207 -2.6188 0.00
H -4.3945 -1.3938 -3.8233 0.00
C 0.9005 1.2278 -2.7174 0.00
H -0.4865 3.5307 2.6397 0.00
H -7.5526 -3.4461 2.3474 0.00
H -1.0583 4.6234 0.4284 0.00
H -7.2016 -4.7504 1.3798 0.00
H 5.2453 6.4028 1.7041 0.00
H 5.0268 3.0303 -1.5629 0.02
C -3.1494 -2.6186 -1.5674 0.00
H -1.2912 3.0070 -0.2876 0.00
C -3.7231 -1.4296 -4.6784 0.00
C -5.8404 -3.5745 -0.5465 0.00
C 4.3985 3.5602 3.1801 0.02
In 2.4681 1.3916 -0.4658 0.04
F 7.0281 -0.2514 -1.3375 0.00
H 3.5058 6.5821 1.4980 0.00
H -4.8664 -5.5437 0.9993 0.00
H -0.0505 4.0720 -0.9504 0.00
H 1.8681 -0.2935 3.6657 0.00
F 5.7031 -0.7268 0.8356 0.00
C -0.8088 -0.5768 -3.5332 0.00
H 1.8788 2.6579 2.8808 0.00
H -2.6308 -3.2197 -4.0975 0.00
F -3.1296 -2.2970 2.0596 0.00
F 4.2574 0.1225 -1.1653 0.00
H 2.5818 -1.5781 -1.4201 0.00
H 3.4532 -2.5756 -0.2237 0.00
H 4.3366 2.4837 3.2863 0.00
N -4.5402 -3.7399 0.0423 0.00
H -4.2401 -1.9073 -5.5050 0.00
F 5.9479 3.7091 0.7202 0.01
C -1.4593 -1.0336 -0.9056 0.00
O 2.4169 -0.9197 0.4641 0.00
O 1.3717 0.8452 2.0178 0.00
C -2.1229 -1.7331 -1.9367 0.00
C 2.2614 -0.0329 2.6714 0.00
O 0.4400 3.2469 0.8244 0.03
C 3.1157 3.4679 -0.1600 0.73
H 5.3935 3.8668 3.4977 0.00
H -0.5961 -0.4470 -4.5837 0.00
H 1.6641 -2.6797 -0.3356 0.00
C -5.5359 -3.9584 2.2955 0.00
N -6.8795 -3.8164 1.6670 0.00
C -0.5478 3.7688 -0.0327 0.00
N -1.7493 -1.5238 -3.2358 0.00
H -3.6766 -3.1732 -2.3241 0.00
H -5.2083 -2.9761 2.6336 0.00
O 2.0534 0.7477 -2.5185 0.00
F 7.2819 1.2813 1.1514 0.00
H -5.7740 -2.9260 -1.4187 0.00
C -1.7933 -1.2645 0.4286 0.00
H -1.2479 -0.7348 1.1962 0.00
H 4.5562 6.4268 0.0850 0.00
H -1.7701 -2.1569 -5.2050 0.00
H 1.4939 -1.9428 1.9908 0.00
C 4.3922 6.0959 1.1057 0.00
C -0.1806 0.1660 -2.6007 0.00
H -3.5666 -4.5695 1.6818 0.00
H 3.2841 -1.8307 2.1003 0.00
H -6.2343 -4.5477 -0.8691 0.00
C 2.5354 -2.0099 -0.4201 0.00
Sb 5.9439 0.9140 -0.1988 0.00
C -2.4334 -2.1733 -4.3396 0.00
O 0.5896 2.3990 -2.7886 0.00
H 2.4025 4.1492 -0.6007 0.04
C -2.7957 -2.1372 0.7475 0.00
H -6.4564 -1.9614 0.7692 0.00

=====

21
Properties=species:S:1:pos:R:3:lowdin_charge:R:1 method="wB97M-V/def2-TZVPD" total_energy_ha=-383.23519 gap_ha=0.3399 relative_energy_kj_mol=493.66 total_charge=0 e_lumo_ev=0.980 fmax_ha_per_bohr=0.1652 smiles=C1N[C@@H]2CN[C@H]1C21CC1
H 1.5423 2.1015 -0.6007 0.07
C -0.5895 1.7403 -0.9560 -0.04
H 2.4613 -0.3949 0.6445 0.13
H 1.8358 -2.0939 0.0443 0.10
C -0.6408 0.0766 0.9243 -0.26
H -1.3440 0.4798 1.7505 0.20
H 1.0108 -0.2720 -1.6263 0.12
C 0.5701 -0.4944 -0.7315 -0.30
H -0.1585 1.8945 -2.0999 0.16
H -1.6334 2.0254 -0.7812 0.10
H -2.4280 -0.3384 -0.0414 0.13
N 0.5096 -0.8936 1.4416 0.00
C 1.5668 -1.0769 0.3472 -0.07
C 0.0938 0.6649 -0.0879 -0.50
H -0.3811 -2.0511 -1.0839 0.07
N -0.7210 -1.1604 -1.0539 0.11
H -1.6533 -1.4336 0.9469 0.10
C 0.6336 2.0912 -0.0613 -0.05
C -1.4376 -0.8040 0.1487 -0.25
H 0.2481 -1.6670 2.0116 0.08
H 0.8010 2.9415 0.6204 0.11

=====

107
Properties=species:S:1:pos:R:3:lowdin_spin:R:1 method="wB97M-V/def2-TZVPD" multiplicity=5 total_energy_ha=-3201.63463 gap_ha="0.3361 / 0.3793" total_charge=+1 e_lumo_ev="-1.506 / -1.516" fmax_ha_per_bohr=0.0685
H -2.2398 0.1283 1.8172 0.00
H 0.8385 3.6246 -3.2391 0.00
C 4.3247 0.9052 -2.7930 0.00
H 0.8026 -1.6257 1.8780 0.00
C 3.5799 -1.6554 0.7271 0.00
H -3.4769 2.0840 1.3342 0.00
H 0.5238 2.0583 -6.7272 0.00
C -1.9708 -4.6935 1.4589 0.00
H 3.7761 -0.1151 -0.4719 0.00
C 0.8665 2.8743 -2.5093 0.00
C -1.9935 4.8932 1.9533 0.00
O -1.0786 -3.5363 1.2772 0.00
H -2.2178 -5.1096 0.4505 0.00
H 1.2655 -4.2208 -4.1293 0.00
H -1.2304 -0.2160 4.2436 0.00
H 1.1256 1.3356 -0.7516 0.00
H -3.4097 -0.6479 5.6832 0.00
O -0.9517 4.1236 1.2287 0.00
H 1.2194 3.9546 -0.6971 0.00
H 2.0003 -3.0035 0.5759 0.00
H 1.0476 -2.7498 5.0498 0.00
H -1.8804 -0.2427 -1.1292 0.00
O 1.7635 1.9834 -0.3964 0.03
H -4.4660 -0.8477 -2.9006 0.00
H -2.9214 -4.3246 1.9258 0.00
H 2.3495 4.2210 2.7860 0.00
O 1.3829 1.6924 -3.0905 0.00
C 5.6486 0.1032 -3.1351 0.00
C 3.1957 2.2170 2.5955 0.01
H 4.0170 1.5113 -3.6374 0.00
C -4.5523 -1.9141 -2.8205 0.00
C 2.1398 3.3525 2.1949 0.01
H 4.2511 -2.3526 0.1850 0.00
H -1.3367 4.4915 3.9552 0.00
H -1.3612 -5.3360 2.1047 0.00
C 1.0409 -3.7553 -3.1572 0.00
O 4.0679 -0.3434 0.4144 0.00
H -5.1540 -2.2837 -3.6372 0.00
H 0.8918 1.4899 -3.8670 0.00
H -3.2059 -1.0560 2.9038 0.00
H -1.7743 5.9315 1.9717 0.00
C -3.2399 -2.5944 -3.0023 0.00
H 2.5035 0.4895 -2.4093 0.00
H 0.5879 -0.4499 5.7158 0.00
H -0.6991 -2.4737 4.9606 0.00
C 1.6534 3.1269 -1.2727 0.00
H 2.0506 3.6350 1.0959 0.00
H 0.7414 -0.3665 -5.2707 0.00
H 3.6396 -1.8174 1.8012 0.00
H -1.7483 2.4549 3.1409 0.00
H -0.3993 -3.0576 2.9140 0.00
H -2.7028 -2.4476 -3.9852 0.00
C -3.8705 -0.5913 4.7011 0.00
H 4.4020 1.5349 -1.9212 0.00
H -2.4648 -2.2965 -2.2855 0.00
H 6.2264 -0.2558 -2.2867 0.00
C -0.1327 -2.8889 -3.3362 0.00
C 0.5430 -0.6938 4.7149 0.00
H -0.1961 2.7311 -2.2119 0.00
H 2.9942 0.3938 1.6781 0.00
H -2.8402 4.9749 1.3109 0.00
H 1.9144 -3.2377 -2.8055 0.00
O -0.8931 1.3908 0.7705 0.05
H 2.0928 1.1977 -6.4659 0.00
H -3.3609 1.9168 -0.4704 0.00
C -2.2787 4.3456 3.3410 0.00
O -0.3703 0.1350 4.0888 0.03
H -4.1000 0.7101 0.5032 0.00
C 1.0058 1.0649 -6.5840 0.00
H 2.6657 3.2906 -1.5611 0.00
H -3.2991 -3.6786 -2.8522 0.00
H -4.8894 -0.9651 4.8091 0.00
H 3.3887 2.3936 3.6811 0.00
H -3.8537 0.4653 4.4329 0.00
C 0.2924 -2.1569 4.5752 0.00
H -3.0994 4.8170 3.8580 0.00
O 3.3207 -0.0852 -2.3840 0.00
O 1.2073 -1.0985 1.0698 0.03
Cr 0.6963 0.9626 1.7320 3.75
H -0.9745 -1.0706 0.1066 0.00
H -1.2461 3.1452 1.1666 0.00
H 4.1431 2.2708 2.0046 0.00
O 2.5298 0.8960 2.4383 0.03
O 0.8274 2.8315 2.6357 0.02
C -1.8889 -0.5622 -0.1113 0.00
H -0.1416 -2.1643 -2.4856 0.00
C -2.0256 0.6265 0.8016 0.01
O -2.5314 2.9575 3.3488 0.00
C -3.2968 1.4333 0.4841 0.00
H -5.6285 -2.9093 -1.5690 0.00
H -0.9081 -1.5777 -4.4637 0.00
O -0.0432 -2.0105 -4.4499 0.00
O -2.9931 -1.3405 3.7975 0.00
C 2.1227 -1.9734 0.2880 0.00
H 0.7855 0.4889 -7.4763 0.00
H 0.1668 3.5173 2.2269 0.00
H 0.7990 -4.5126 -2.4345 0.00
O 0.3472 -2.4763 3.1678 0.00
H 1.9736 -1.7513 -0.7927 0.00
H 6.3637 0.7848 -3.5591 0.00
H -1.6198 -2.7645 1.1546 0.00
H 5.5663 -0.7381 -3.7794 0.00
H -2.6894 -1.2601 -0.0931 0.00
H 1.5706 -0.6002 4.3223 0.00
O 0.4493 0.5585 -5.3865 0.00
H -1.0464 -3.4078 -3.2203 0.00
O -4.9976 -2.2124 -1.5377 0.00

=====

12
Properties=species:S:1:pos:R:3:lowdin_charge:R:1 method="wB97M-V/def2-TZVPD" total_energy_ha=-917.82982 gap_ha=0.3121 relative_energy_kj_mol=320.99 total_charge=0 e_lumo_ev=0.468 fmax_ha_per_bohr=0.0671
Si 0.5434 -2.0998 -1.3972 0.63
C 0.9984 0.5619 -0.5068 -0.40
H 1.9106 1.1552 -0.6976 0.15
O 1.1990 -0.5651 -1.1968 -0.22
H -1.5542 0.8853 3.3815 -0.07
C -1.1896 1.7821 2.8388 -0.50
H 0.6421 -2.2397 -2.9169 -0.05
H -1.3187 3.1868 1.2549 -0.13
O -0.0329 1.0414 -0.2020 -0.02
H 1.4149 -3.1700 -0.8282 -0.07
S -1.8280 1.9872 1.3993 0.77
H -0.7851 -2.5253 -1.1289 -0.09

=====

103
Properties=species:S:1:pos:R:3:lowdin_charge:R:1 method="wB97M-V/def2-TZVPD" total_energy_ha=-4996.99920 gap_ha=0.3170 total_charge=+1 e_lumo_ev=-2.784 fmax_ha_per_bohr=0.0448
H 0.3616 -5.1221 1.9284 0.13
C 10.3581 1.4611 -3.9985 -0.61
H -8.0736 -1.3606 -0.6223 0.11
O 10.7445 1.6868 -5.1134 0.13
H 13.1243 2.5655 -2.3189 0.08
C 8.2373 2.2319 -4.5289 -0.04
O 1.5499 0.4985 -0.6421 0.15
H 12.5682 0.2396 -4.2388 0.12
C -1.9002 -0.3974 4.9578 -0.20
H -3.2884 1.1620 5.5648 0.12
H 8.5154 3.2684 -4.7120 0.10
H 12.8254 0.0827 -2.5072 0.12
H 3.7629 -2.3465 2.0536 0.15
C 4.6705 -0.1802 -0.9851 -0.03
H 8.2539 1.6693 -5.4598 0.10
H -0.8728 -3.8997 1.9524 0.10
H -7.0255 -1.0978 3.6231 0.11
H -8.9906 0.9013 -1.6587 0.12
H -6.3444 -1.4533 -0.4625 0.09
H -5.9695 0.2374 5.2460 0.11
O 11.0831 0.9888 -2.9890 0.04
H 14.3295 1.8331 -3.3947 0.08
C -0.2697 -1.3249 2.3544 -0.31
H 0.0976 -5.3679 -0.0745 0.09
H 7.2309 2.2015 -4.1185 0.08
H -2.0101 -1.3791 4.4953 0.09
H 2.0211 -3.5911 1.0804 0.13
C -6.6685 -0.1347 3.2631 -0.20
H -8.5641 0.9513 -4.0385 0.11
C -8.0138 1.6743 -3.4381 -0.22
H -7.1192 -0.6080 -2.6749 0.11
H 5.8089 1.2846 -2.0565 0.10
H -7.0606 1.1528 0.4785 0.10
C 6.3798 -0.7097 -2.6169 -0.06
O -1.9631 -2.0727 0.2705 -0.30
N 3.1672 0.7803 2.9070 0.25
H 4.0992 0.5700 -0.4562 0.10
H 5.0073 -3.5265 -1.3331 0.12
H -1.7227 1.1869 3.4931 0.07
B 0.6508 -0.5723 -0.7428 -0.89
H 6.6934 -2.8227 -2.9362 0.11
H -6.9870 1.6829 -3.8070 0.10
H -1.4046 -0.5303 5.9171 0.11
N 0.8888 0.8508 2.5108 0.10
H 3.2396 1.7828 2.9194 0.14
C 4.4368 -1.5304 -0.7688 -0.25
H -3.7331 -0.4624 6.0100 0.12
N 2.1777 -1.0032 1.8183 0.13
H -8.7968 3.5915 -2.6898 0.10
H 4.2671 -0.7929 1.4803 0.13
H -7.6836 2.0419 -1.3705 0.10
H 0.7310 -0.5161 4.0399 0.16
H -3.8203 0.5647 3.1662 0.06
H -7.1278 3.4242 -5.1964 0.06
H -5.9537 -1.3370 1.6199 0.10
C -6.1650 -0.2855 1.8137 -0.21
C -3.3169 0.1348 5.1961 -0.21
C 12.4713 0.7565 -3.2848 -0.21
C -4.2330 -0.0058 3.9986 -0.26
H -0.4973 0.2869 -2.0414 0.10
H -8.2088 0.0423 1.2114 0.11
C -7.9944 1.1981 -1.9863 -0.23
O -0.1342 -4.4528 0.0856 -0.03
P -1.9511 -1.1227 1.5771 0.73
C 5.1843 -2.4708 -1.4748 0.00
C -7.7510 3.9947 -4.5117 -0.11
H 7.1176 -0.4067 -3.3426 0.09
C -7.2223 0.1144 0.7600 -0.19
H -5.6773 1.5712 4.0674 0.12
C -1.0607 0.5520 4.0758 -0.18
C 0.9316 -1.7220 1.4253 -0.36
H -2.7106 -2.6744 0.3801 0.07
H 0.4615 1.0550 1.6112 0.04
H -7.1359 4.6738 -3.9261 0.07
C 1.2215 -3.2264 1.7172 -0.07
H -0.4217 -2.1218 3.0776 0.10
C 0.0572 -4.1830 1.4611 -0.24
C 5.6452 0.2309 -1.8930 -0.06
O 3.4616 -2.0349 0.0864 -0.02
H -7.5459 0.5098 3.2275 0.10
O 9.1088 1.6512 -3.5562 -0.01
H 1.0421 1.3157 -0.5851 0.10
C -7.0063 0.0458 -1.8082 -0.23
C 3.4790 -1.5324 1.3818 -0.13
H -8.3816 4.6195 -5.1415 0.06
H 12.9498 2.7124 -4.0629 0.08
C -5.6592 0.4957 4.2341 -0.19
H -9.5676 2.9836 -4.1457 0.10
C -8.6144 3.0739 -3.6292 -0.25
C 2.1099 0.1792 2.3652 -0.34
Br -1.8825 0.9507 0.6454 0.51
H -4.2571 -1.0477 3.6771 0.10
C 13.2682 2.0425 -3.2652 -0.06
C 0.0605 -0.1025 3.2807 -0.32
H 1.4460 -3.2852 2.7851 0.14
C -7.1784 -0.7497 -0.5092 -0.21
C 6.1529 -2.0664 -2.3897 -0.06
O 0.6726 -1.6951 0.0563 0.16
O -0.2550 -0.6001 -1.7626 0.18
H -0.5589 1.2189 4.7770 0.12
H 3.8708 0.2434 3.3852 0.14
H -5.9782 0.4123 -1.8587 0.11
H -5.2655 0.2935 1.6149 0.09